# 1
Density functional theory data (wB97M-V/def2-TZVPD) for a structure of composition C24H61MnO17P4 at a distorted geometry.

```
107
Properties=species:S:1:pos:R:3:lowdin_charge:R:1
Mn -0.92195 -0.37904 2.51067 1.080
O -0.51214 0.74980 0.93405 -0.429
H -0.24205 1.68003 0.80653 -0.020
C 2.09692 -4.30011 5.49757 -0.076
C 1.47230 -3.70376 4.32214 -0.333
O 2.31371 -3.37490 3.27380 -0.136
P 2.27802 -1.89965 2.57807 0.560
O 1.00674 -1.30962 2.17552 -0.279
O 2.96717 -0.93428 3.68423 -0.214
C 2.19382 -0.15457 4.55458 -0.261
C 3.15862 0.69317 5.50542 -0.018
O 3.36613 -2.02714 1.34228 -0.168
C 4.73878 -1.76252 1.64497 -0.267
C 5.52031 -3.04356 1.36890 -0.046
H 2.04250 -5.38319 5.60746 0.083
H 3.18489 -4.36108 5.47119 0.094
H 1.71086 -3.97285 6.46295 0.088
H 0.84594 -4.50972 3.93976 0.127
H 0.75920 -2.94909 4.65388 0.108
H 1.74949 0.52269 3.82521 0.102
H 1.45191 -0.77124 5.06190 0.103
H 2.54386 1.47119 5.95803 0.078
H 3.73787 0.09362 6.20765 0.077
H 3.92041 1.05789 4.81640 0.078
H 5.01819 -0.96132 0.96080 0.108
H 4.85496 -1.35811 2.65049 0.111
H 5.24570 -3.92207 1.95278 0.081
H 5.27779 -3.22831 0.32241 0.078
H 6.56798 -2.75601 1.45722 0.087
C -7.01560 3.32057 -6.46774 -0.057
C -6.17742 2.56570 -5.45405 -0.333
O -5.83647 3.31404 -4.38321 -0.169
P -5.42779 2.61077 -3.00094 0.495
O -6.36964 1.60756 -2.49711 -0.233
O -3.94696 2.02873 -3.22332 -0.181
C -3.33518 1.32034 -2.16529 -0.274
C -1.80839 1.65758 -2.27211 -0.061
O -5.05376 3.83495 -1.88737 -0.203
C -6.17062 4.65612 -1.41284 -0.287
C -6.02811 6.11028 -1.70840 -0.080
H -7.12717 2.67285 -7.33728 0.079
H -7.96193 3.79569 -6.20925 0.082
H -6.40554 4.12540 -6.87785 0.076
H -6.70702 1.72028 -5.01488 0.114
H -5.23655 2.26096 -5.91229 0.127
H -3.42443 1.65654 -1.13228 0.114
H -3.58494 0.26403 -2.26497 0.113
H -1.56949 2.72069 -2.24348 0.086
H -1.34567 1.10984 -1.45116 0.028
H -1.51686 1.21931 -3.22660 0.075
H -7.08703 4.27515 -1.86356 0.112
H -6.15856 4.58103 -0.32550 0.116
H -5.84651 6.09218 -2.78300 0.078
H -7.05595 6.46581 -1.63604 0.085
H -5.26168 6.68248 -1.18563 0.085
C 2.32208 1.03063 -1.36356 -0.067
C 3.02188 1.70885 -0.19009 -0.244
O 4.01129 2.52283 -0.85363 -0.231
P 5.63263 2.11767 -1.07141 0.559
O 6.30483 1.61669 0.16362 -0.249
O 6.21202 3.47757 -1.67607 -0.175
C 6.08331 4.59437 -0.88697 -0.313
C 7.37250 4.72212 -0.14073 -0.072
O 5.49105 1.09636 -2.36637 -0.174
C 6.67852 0.48260 -2.79739 -0.324
C 6.29074 -0.88179 -3.23300 -0.085
H 2.70823 0.04115 -1.60836 0.078
H 1.39539 0.82773 -0.82673 0.039
H 2.20701 1.76569 -2.16015 0.094
H 2.36049 2.37057 0.36918 0.116
H 3.45323 0.91194 0.41571 0.100
H 6.00561 5.37635 -1.64233 0.131
H 5.18856 4.49108 -0.27309 0.116
H 8.27307 4.80915 -0.74859 0.087
H 7.33458 5.64944 0.43088 0.080
H 7.48928 3.86453 0.52182 0.070
H 7.29513 0.99323 -3.53707 0.127
H 7.40237 0.31794 -1.99926 0.113
H 5.44434 -0.86963 -3.91970 0.081
H 7.10025 -1.43227 -3.71235 0.086
H 5.87442 -1.50046 -2.43800 0.071
C -0.83540 -1.80522 -1.60650 -0.049
C -0.78607 -3.13271 -0.80748 -0.271
O -2.04124 -3.56967 -0.37399 -0.161
P -2.79047 -2.95840 0.98606 0.634
O -1.96062 -2.18131 1.98439 -0.320
O -3.48767 -4.25905 1.70076 -0.184
C -4.08003 -4.13831 2.96860 -0.282
C -3.11609 -4.07583 4.13740 -0.073
O -3.98448 -2.03973 0.36919 -0.196
C -4.98106 -2.54145 -0.54443 -0.229
C -5.96460 -3.53730 0.06551 -0.056
H -1.43821 -1.11548 -1.01576 0.045
H 0.11921 -1.30431 -1.76750 0.078
H -1.35164 -1.99922 -2.54669 0.085
H -0.35685 -3.87839 -1.47670 0.127
H -0.13443 -2.90844 0.03701 0.097
H -4.74111 -3.27185 2.98652 0.120
H -4.71068 -5.02354 3.05058 0.133
H -2.43928 -4.92283 4.24971 0.082
H -2.48125 -3.19111 4.18592 0.052
H -3.72595 -4.26192 5.02146 0.087
H -5.47960 -1.61573 -0.83181 0.123
H -4.42386 -2.85504 -1.42721 0.121
H -6.42453 -3.28094 1.01988 0.083
H -6.77217 -3.62568 -0.66122 0.089
H -5.45341 -4.48597 0.22927 0.071
```

Relative energy (zero: lowest compared OMol25 entry of this formula, charge and spin): 4.5718 eV
Expectation value of S²: 8.755
Spin multiplicity: 6
Energy: -4746.64834 a.u.
Orbital gap (alpha / beta): 8.1 / 7.9 eV
Net charge: +1
F_max: 5.17 eV/A
E_LUMO (alpha / beta): -3.925 / -4.166 eV
E_HOMO (alpha / beta): -0.4422 / -0.4422 hartree

=====

# 2
Density functional theory data (wB97M-V/def2-TZVPD) for the molecule C5H13NO4S at a distorted geometry.

```
24
Properties=species:S:1:pos:R:3:lowdin_charge:R:1
C 0.67279 -1.54061 -0.79242 -0.022
C -1.14632 -0.03661 -1.33641 -0.038
C 0.12583 -0.20780 2.10689 -0.079
C -2.07355 -0.03506 1.31776 -0.043
C -0.19137 -0.42580 -0.20660 -0.489
N -0.76759 -0.67889 1.03714 -0.147
O 2.25171 2.47410 -0.61970 -0.125
O 1.48702 0.90995 -2.32327 -0.258
O 3.09789 0.09911 -0.65428 -0.213
O 0.74531 0.85854 -0.02039 -0.264
S 1.99289 0.92574 -0.99502 0.557
H 1.26736 -1.95785 -0.06555 0.066
H 0.01493 -2.31299 -1.01666 0.080
H 1.29603 -1.34015 -1.64649 0.079
H -1.63581 0.93162 -1.19867 0.085
H -1.93795 -0.89191 -1.36080 0.141
H -0.66430 0.01899 -2.30221 0.075
H -0.46175 -0.23572 3.06553 0.099
H 1.08494 -0.72644 2.25754 0.095
H 0.37454 0.87750 1.90522 0.105
H -2.03353 0.70845 2.06092 0.071
H -2.33387 0.36688 0.30562 0.071
H -2.76352 -0.77612 1.56418 0.070
H 1.59835 2.99508 -1.08233 0.083
```

Structure (SMILES): CN(C)C(C)(C)OS(=O)(=O)O
Relative energy (zero: lowest compared OMol25 entry of this formula, charge and spin): 1.7435 eV
Energy: -952.14191 a.u.
Orbital gap: 10.0 eV
F_max: 3.79 eV/A
E_LUMO: 0.547 eV
E_HOMO: -0.3456 hartree

=====

# 3
Density functional theory data (wB97M-V/def2-TZVPD) for a cluster of 2 separate species, C11H15N in total at a distorted geometry.

```
27
Properties=species:S:1:pos:R:3:lowdin_charge:R:1
C -0.57716 1.53989 3.21929 -0.150
C -1.47874 0.84719 2.17366 -0.154
H -0.06393 0.79770 3.83998 0.059
H 0.27680 1.96184 2.68639 0.057
H -1.10935 2.22657 3.86253 0.055
H -1.35253 -0.23101 2.17235 0.053
H -2.54395 1.04629 2.29684 0.062
H -1.19171 1.24584 1.20298 0.041
C 0.90587 2.37395 -1.62842 -0.042
C -0.56974 -0.87989 -0.52373 -0.253
C 0.56424 -0.06997 -0.66320 -0.156
C 0.13070 1.08219 -1.43383 -0.231
C -1.21722 0.95322 -1.59754 -0.072
C -0.39492 -2.12007 0.11647 -0.035
C 0.87577 -2.50036 0.48352 -0.101
C 2.02215 -1.77211 0.11552 -0.098
C 1.87859 -0.53987 -0.47999 -0.024
N -1.63325 -0.27543 -1.12493 0.087
H -1.20185 -2.83801 0.04969 0.106
H 0.99726 -3.35524 1.13533 0.098
H -2.50928 -0.76050 -1.16878 0.153
H 3.00852 -2.21983 0.14338 0.097
H -1.77270 1.74572 -2.07412 0.121
H 2.65105 0.12623 -0.84199 0.110
H 0.26559 3.23174 -1.47142 0.071
H 1.45092 2.37274 -2.57201 0.074
H 1.64893 2.35150 -0.82526 0.072
```

Structure (SMILES): Cc1c[nH]c2ccccc12.CC
Relative energy (zero: lowest compared OMol25 entry of this formula, charge and spin): 0.9666 eV
Energy: -482.87965 a.u.
Orbital gap: 8.8 eV
F_max: 1.94 eV/A
E_LUMO: 0.933 eV
E_HOMO: -0.2894 hartree

=====

Copy entry 2 word for word.
Density functional theory data (wB97M-V/def2-TZVPD) for the molecule C5H13NO4S at a distorted geometry.

```
24
Properties=species:S:1:pos:R:3:lowdin_charge:R:1
C 0.67279 -1.54061 -0.79242 -0.022
C -1.14632 -0.03661 -1.33641 -0.038
C 0.12583 -0.20780 2.10689 -0.079
C -2.07355 -0.03506 1.31776 -0.043
C -0.19137 -0.42580 -0.20660 -0.489
N -0.76759 -0.67889 1.03714 -0.147
O 2.25171 2.47410 -0.61970 -0.125
O 1.48702 0.90995 -2.32327 -0.258
O 3.09789 0.09911 -0.65428 -0.213
O 0.74531 0.85854 -0.02039 -0.264
S 1.99289 0.92574 -0.99502 0.557
H 1.26736 -1.95785 -0.06555 0.066
H 0.01493 -2.31299 -1.01666 0.080
H 1.29603 -1.34015 -1.64649 0.079
H -1.63581 0.93162 -1.19867 0.085
H -1.93795 -0.89191 -1.36080 0.141
H -0.66430 0.01899 -2.30221 0.075
H -0.46175 -0.23572 3.06553 0.099
H 1.08494 -0.72644 2.25754 0.095
H 0.37454 0.87750 1.90522 0.105
H -2.03353 0.70845 2.06092 0.071
H -2.33387 0.36688 0.30562 0.071
H -2.76352 -0.77612 1.56418 0.070
H 1.59835 2.99508 -1.08233 0.083
```

Structure (SMILES): CN(C)C(C)(C)OS(=O)(=O)O
Relative energy (zero: lowest compared OMol25 entry of this formula, charge and spin): 1.7435 eV
Energy: -952.14191 a.u.
Orbital gap: 10.0 eV
F_max: 3.79 eV/A
E_LUMO: 0.547 eV
E_HOMO: -0.3456 hartree